Entry 1:
Formula: C17H26AuF6N3OPSSb
Source: OMol25
Level of theory: the ωB97M-V functional and the def2-TZVPD basis

**⟨S²⟩**: 0.78
**Net charge**: +3
**Frontier orbital gap (spin up / spin down)**: 6.5190 / 5.4655 eV
**Energy relative to the best compared isomer or geometry (same formula, charge and spin)**: 26.49 kJ/mol
**Multiplicity**: 2

Positions of all 57 atoms, in Å:
Au (-0.212, 0.030, 0.411)
O (0.100, 0.040, 2.443)
N (1.244, -0.375, 3.029)
C (1.184, -0.394, 4.361)
C (2.279, -0.771, 5.129)
C (3.462, -1.134, 4.508)
C (3.512, -1.111, 3.125)
C (2.401, -0.734, 2.347)
S (2.493, -0.742, 0.661)
H (0.235, -0.095, 4.783)
H (2.177, -0.768, 6.206)
H (4.328, -1.426, 5.085)
H (4.412, -1.384, 2.591)
N (-2.129, -4.146, -1.403)
C (-3.083, -3.348, -0.567)
C (-2.443, -2.015, -0.211)
N (-1.087, -2.125, 0.402)
C (-0.203, -3.129, -0.254)
C (-0.893, -4.438, -0.606)
H (-1.876, -3.609, -2.245)
H (-2.568, -5.017, -1.712)
H (-3.322, -3.954, 0.307)
H (-3.995, -3.181, -1.137)
H (-3.094, -1.497, 0.491)
H (-2.366, -1.410, -1.109)
H (-1.203, -2.385, 1.379)
H (0.624, -3.346, 0.420)
H (0.214, -2.685, -1.153)
H (-1.209, -5.005, 0.269)
H (-0.228, -5.058, -1.204)
C (-1.407, 2.820, 1.422)
P (0.065, 2.378, 0.498)
C (1.527, 2.746, 1.466)
C (0.124, 3.104, -1.082)
C (1.355, 3.557, -1.593)
C (1.379, 4.238, -2.791)
C (0.195, 4.445, -3.495)
C (-1.023, 3.976, -3.008)
C (-1.068, 3.304, -1.806)
H (-2.309, 2.600, 0.852)
H (-1.366, 3.896, 1.615)
H (-1.424, 2.281, 2.369)
H (1.605, 3.835, 1.534)
H (2.428, 2.356, 0.996)
H (1.412, 2.337, 2.468)
H (2.280, 3.401, -1.054)
H (2.316, 4.610, -3.183)
H (0.222, 4.981, -4.435)
H (-1.933, 4.144, -3.567)
H (-2.018, 2.947, -1.430)
F (-0.911, 0.267, -1.499)
Sb (-0.096, -0.399, -3.345)
F (0.840, 1.205, -3.348)
F (1.190, -1.088, -2.135)
F (-1.108, -1.973, -2.921)
F (0.611, -1.136, -4.873)
F (-1.640, 0.379, -4.004)


Entry 2:
Formula: C17H26Br2O11
Source: OMol25
Level of theory: the ωB97M-V functional and the def2-TZVPD basis

**Frontier orbital gap**: 10.5930 eV

Positions of all 56 atoms, in Å:
C (-0.676, -2.870, -4.769)
C (0.734, -2.309, -4.681)
Br (0.638, -0.439, -4.094)
C (1.679, -3.124, -3.819)
Br (1.962, -4.880, -4.623)
C (1.264, -3.377, -2.383)
O (1.297, -2.176, -1.600)
C (0.187, -1.896, -0.941)
O (-0.048, -0.838, -0.573)
H (-0.966, -3.310, -3.828)
H (-1.365, -2.076, -4.990)
H (-0.751, -3.603, -5.556)
H (1.164, -2.271, -5.665)
H (2.631, -2.622, -3.784)
H (1.998, -4.049, -1.958)
H (0.314, -3.881, -2.290)
H (-0.510, -2.707, -0.707)
C (1.515, 0.781, 1.687)
C (1.740, -0.210, 2.798)
C (0.576, -0.366, 3.739)
O (1.226, -0.816, 4.941)
C (2.489, -0.316, 4.923)
O (3.240, -0.342, 5.842)
O (2.772, 0.222, 3.704)
H (2.455, 1.003, 1.178)
H (0.807, 0.390, 0.960)
H (1.130, 1.725, 2.076)
H (2.051, -1.175, 2.383)
H (-0.155, -1.097, 3.401)
H (0.072, 0.572, 3.952)
C (-5.477, -1.049, 1.033)
C (-4.146, -1.075, 1.742)
C (-4.211, -1.401, 3.213)
O (-3.026, -0.762, 3.709)
C (-2.761, 0.286, 2.885)
O (-1.957, 1.131, 3.107)
O (-3.542, 0.229, 1.776)
H (-5.373, -0.606, 0.043)
H (-5.874, -2.059, 0.925)
H (-6.202, -0.446, 1.581)
H (-3.455, -1.745, 1.220)
H (-4.189, -2.468, 3.421)
H (-5.075, -0.953, 3.710)
C (0.975, 4.449, 0.302)
C (1.621, 4.031, -0.995)
C (3.126, 4.107, -1.013)
O (3.398, 4.284, -2.410)
C (2.317, 4.907, -2.955)
O (2.281, 5.363, -4.049)
O (1.287, 4.933, -2.066)
H (-0.100, 4.569, 0.173)
H (1.152, 3.703, 1.074)
H (1.363, 5.408, 0.649)
H (1.274, 3.034, -1.283)
H (3.608, 3.207, -0.638)
H (3.514, 4.976, -0.476)


Entry 3:
Formula: C17H26Br33N2
Source: OMol25
Level of theory: the ωB97M-V functional and the def2-TZVPD basis

**Net charge**: +1
**Frontier orbital gap**: 8.6009 eV
**Energy relative to the best compared isomer or geometry (same formula, charge and spin)**: 0.00 kJ/mol

Positions of all 78 atoms, in Å:
C (-3.634, -6.582, 0.253)
N (-4.653, -5.533, 0.091)
C (-4.088, -4.187, 0.176)
C (-3.326, -3.918, 1.460)
C (-4.131, -3.465, 2.697)
C (-3.183, -2.472, 3.437)
N (-1.909, -2.499, 2.613)
C (-2.462, -2.665, 1.236)
H (-2.666, -6.274, -0.155)
H (-3.510, -6.812, 1.307)
H (-3.947, -7.480, -0.265)
H (-5.011, -5.634, -0.851)
H (-4.913, -3.481, 0.141)
H (-3.408, -3.995, -0.663)
H (-2.665, -4.706, 1.809)
H (-4.325, -4.283, 3.379)
H (-5.029, -2.924, 2.428)
H (-3.535, -1.447, 3.395)
H (-2.968, -2.689, 4.476)
H (-1.414, -3.355, 2.882)
H (-1.268, -1.719, 2.754)
H (-1.720, -2.687, 0.450)
H (-3.173, -1.849, 1.141)
C (0.884, -4.757, 1.186)
Br (-0.210, -5.944, 2.242)
Br (1.753, -3.455, 2.305)
Br (2.116, -5.720, 0.079)
H (0.218, -4.215, 0.529)
C (-4.844, 0.337, -0.699)
Br (-5.947, -0.808, 0.386)
Br (-4.006, 1.695, 0.371)
Br (-3.548, -0.674, -1.716)
H (-5.493, 0.832, -1.408)
C (0.283, -0.151, -1.126)
Br (0.502, -2.051, -1.335)
Br (-0.441, 0.315, 0.601)
Br (1.938, 0.744, -1.455)
H (-0.433, 0.173, -1.870)
C (4.665, -3.285, -2.256)
Br (4.426, -2.574, -0.484)
Br (4.325, -1.940, -3.594)
Br (6.397, -4.089, -2.472)
H (3.929, -4.063, -2.392)
C (-9.872, -1.593, 1.742)
Br (-8.290, -2.635, 2.112)
Br (-9.769, 0.142, 2.562)
Br (-10.194, -1.471, -0.149)
H (-10.705, -2.118, 2.185)
C (3.543, 4.301, 0.430)
Br (4.863, 3.362, -0.610)
Br (1.990, 4.720, -0.626)
Br (3.073, 3.328, 2.024)
H (3.990, 5.234, 0.741)
C (5.265, 7.940, 2.509)
Br (6.398, 7.647, 4.030)
Br (5.915, 7.008, 0.952)
Br (3.435, 7.462, 2.872)
H (5.289, 8.997, 2.284)
C (-3.273, 3.925, -2.900)
Br (-3.317, 4.231, -4.797)
Br (-1.555, 4.364, -2.150)
Br (-4.701, 4.850, -1.999)
H (-3.425, 2.867, -2.742)
C (1.015, -0.984, -5.973)
Br (-0.594, -1.286, -4.950)
Br (0.669, -1.069, -7.860)
Br (1.862, 0.669, -5.475)
H (1.699, -1.784, -5.730)
C (8.462, 1.499, -2.548)
Br (9.223, 1.908, -4.265)
Br (8.730, 2.931, -1.291)
Br (6.596, 1.034, -2.697)
H (8.976, 0.631, -2.163)
C (9.125, 10.973, 2.619)
Br (9.005, 9.220, 1.838)
Br (7.505, 11.973, 2.327)
Br (9.568, 10.881, 4.489)
H (9.925, 11.500, 2.121)


Entry 4:
Formula: C17H26CoF6NOP
Source: OMol25
Level of theory: the ωB97M-V functional and the def2-TZVPD basis

**⟨S²⟩**: 3.78
**Frontier orbital gap (spin up / spin down)**: 7.3724 / 7.1651 eV
**Multiplicity**: 4

Positions of all 53 atoms, in Å:
C (3.365, 1.324, -2.855)
C (2.147, 0.722, -3.188)
C (1.096, 0.563, -2.230)
C (1.403, 0.867, -0.902)
C (2.698, 1.236, -0.542)
C (3.605, 1.659, -1.522)
C (-0.260, 0.116, -2.687)
C (-0.176, -1.036, -3.719)
N (0.373, -2.217, -3.109)
Co (0.047, 0.950, 0.775)
C (3.045, 1.309, 0.931)
P (2.009, 0.118, 1.883)
H (1.998, 0.441, -4.240)
H (4.483, 2.238, -1.218)
H (4.126, 1.530, -3.622)
H (2.786, 2.299, 1.341)
H (4.078, 1.049, 1.180)
H (-0.893, -0.209, -1.860)
H (-0.780, 0.967, -3.141)
H (-1.203, -1.246, -4.072)
C (2.301, -0.008, 3.665)
C (2.239, -1.401, 1.014)
H (0.507, -0.743, -4.548)
C (1.744, -2.576, -3.437)
C (-0.471, -3.101, -2.310)
H (0.482, 1.638, 2.029)
H (1.758, -3.362, -4.241)
H (2.247, -1.676, -3.835)
H (2.271, -2.893, -2.507)
H (-1.083, -3.793, -2.952)
H (0.129, -3.714, -1.615)
H (-1.161, -2.490, -1.683)
H (3.184, -1.853, 1.345)
H (1.400, -2.082, 1.188)
H (2.332, -1.183, -0.051)
H (3.349, 0.138, 3.911)
H (1.723, 0.790, 4.159)
H (1.960, -0.994, 4.023)
H (0.188, 0.834, 2.460)
C (-3.448, 2.222, -1.056)
C (-2.966, 1.254, 0.040)
O (-1.678, 0.819, -0.126)
C (-3.066, 2.011, 1.406)
F (-4.306, 2.491, 1.670)
F (-2.665, 1.254, 2.458)
F (-2.229, 3.098, 1.366)
C (-3.834, -0.054, -0.050)
F (-5.178, 0.117, 0.070)
F (-3.623, -0.608, -1.286)
F (-3.426, -0.976, 0.850)
H (-2.772, 3.087, -1.087)
H (-4.472, 2.564, -0.858)
H (-3.430, 1.734, -2.037)


Entry 5:
Formula: C17H26N2O4S
Source: OMol25
Level of theory: the ωB97M-V functional and the def2-TZVPD basis

**Frontier orbital gap**: 8.3652 eV
**Energy relative to the best compared isomer or geometry (same formula, charge and spin)**: 1665.44 kJ/mol

Positions of all 50 atoms, in Å:
C (-1.102, -3.428, 1.374)
H (-1.270, -3.649, 2.318)
O (-2.145, -2.805, 0.652)
C (-2.059, -2.615, -0.713)
C (-3.365, -2.077, -1.336)
N (-3.734, -0.827, -0.323)
C (-3.641, 0.394, -0.669)
O (-3.434, 0.788, -2.141)
C (-3.727, 1.654, 0.123)
C (-2.940, 2.844, -0.312)
C (-1.540, 2.834, -0.439)
H (-1.456, 1.965, -1.324)
C (-0.810, 1.986, 0.734)
C (-1.566, 1.069, 1.486)
C (-3.086, 1.264, 1.454)
H (-3.663, 0.407, 2.175)
H (-3.178, 1.979, 2.295)
H (-1.201, 0.688, 2.508)
H (-1.330, 0.220, 0.744)
C (0.602, 1.809, 0.724)
N (0.675, 0.643, -0.395)
S (1.480, -0.598, 0.230)
O (1.266, -1.562, -0.861)
O (1.300, -0.944, 1.630)
C (3.299, -0.020, -0.374)
C (3.931, -0.176, -1.410)
C (5.160, 0.056, -1.580)
C (5.918, 0.847, -0.519)
C (5.243, 0.650, 0.893)
C (4.055, 0.206, 1.033)
H (3.569, 0.327, 1.885)
H (5.868, 1.001, 1.501)
H (6.927, 1.068, -0.606)
H (5.570, 0.107, -2.584)
H (3.220, -0.632, -2.218)
H (0.692, 1.046, -1.249)
H (1.241, 2.625, 0.071)
H (1.064, 1.431, 1.811)
H (-0.857, 3.042, 1.580)
H (-1.103, 3.674, -0.710)
H (-3.315, 3.082, -1.113)
H (-3.292, 3.788, 0.630)
H (-4.845, 1.789, 0.360)
H (-3.732, -1.068, 0.642)
H (-4.332, -2.540, -1.184)
H (-3.115, -1.633, -2.229)
H (-1.161, -2.032, -0.763)
H (-1.795, -3.646, -1.228)
H (-0.293, -2.626, 1.158)
H (-0.972, -4.290, 0.844)


Entry 6:
Formula: C17H26N4O4S
Source: OMol25
Level of theory: the ωB97M-V functional and the def2-TZVPD basis

**Frontier orbital gap**: 7.8520 eV
**Energy relative to the best compared isomer or geometry (same formula, charge and spin)**: 322.32 kJ/mol

Positions of all 52 atoms, in Å:
C (5.238, -1.800, 4.751)
H (5.892, -2.317, 5.453)
O (4.548, -2.816, 4.069)
C (3.642, -2.464, 3.098)
C (3.369, -1.143, 2.772)
C (2.440, -0.814, 1.788)
C (1.767, -1.836, 1.114)
C (2.028, -3.155, 1.421)
C (2.973, -3.495, 2.419)
O (3.105, -4.834, 2.596)
C (4.056, -5.378, 3.482)
H (3.954, -6.458, 3.371)
H (3.854, -5.098, 4.517)
H (5.073, -5.080, 3.219)
O (1.432, -4.223, 0.824)
C (0.481, -3.977, -0.181)
H (0.918, -3.440, -1.029)
H (0.145, -4.958, -0.511)
H (-0.375, -3.412, 0.204)
H (1.054, -1.560, 0.358)
C (2.190, 0.571, 1.482)
N (1.346, 0.929, 0.591)
N (1.158, 2.232, 0.351)
C (0.283, 2.671, -0.598)
N (-0.339, 1.717, -1.309)
H (-0.202, 0.771, -0.978)
C (-1.409, 2.001, -2.225)
H (-1.183, 2.957, -2.703)
H (-1.438, 1.213, -2.981)
C (-2.767, 2.107, -1.491)
N (-3.893, 2.521, -2.289)
C (-4.276, 1.607, -3.347)
C (-5.645, 2.044, -3.877)
O (-5.609, 3.364, -4.361)
C (-5.193, 4.255, -3.350)
C (-3.813, 3.873, -2.811)
H (-3.526, 4.551, -2.007)
H (-3.081, 3.960, -3.630)
H (-5.172, 5.246, -3.806)
H (-5.919, 4.243, -2.524)
H (-5.956, 1.418, -4.715)
H (-6.383, 1.964, -3.064)
H (-4.346, 0.595, -2.941)
H (-3.557, 1.611, -4.184)
H (-2.653, 2.835, -0.683)
H (-3.012, 1.136, -1.048)
S (0.087, 4.296, -0.816)
H (1.673, 2.946, 0.868)
H (2.761, 1.317, 2.047)
H (3.878, -0.344, 3.285)
H (5.847, -1.196, 4.071)
H (4.556, -1.150, 5.308)


Entry 7:
Formula: C17H26N4OS
Source: OMol25
Level of theory: the ωB97M-V functional and the def2-TZVPD basis

**Frontier orbital gap**: 7.0350 eV
**Energy relative to the best compared isomer or geometry (same formula, charge and spin)**: 1588.73 kJ/mol

Positions of all 49 atoms, in Å:
C (2.423, 4.292, 0.762)
H (1.515, 4.888, 0.481)
H (3.260, 4.683, 0.520)
H (2.198, 4.093, 1.829)
C (2.116, 3.103, 0.069)
C (1.048, 2.414, 0.250)
N (1.021, 1.908, 1.508)
N (-0.340, 1.241, 1.672)
C (-1.283, 1.183, 0.777)
N (-1.176, 1.566, -0.363)
C (0.017, 2.213, -0.972)
C (-0.065, 2.819, -2.314)
H (-0.918, 2.251, -2.589)
H (1.014, 2.468, -2.695)
C (-0.409, 4.267, -2.232)
H (0.608, 4.844, -1.639)
H (-1.236, 4.444, -1.594)
H (-0.224, 4.613, -3.190)
S (-2.750, 0.210, 1.211)
C (-2.199, -0.024, 3.023)
H (-2.086, 0.963, 3.505)
C (-1.089, -1.036, 3.249)
O (-0.710, -1.215, 4.338)
N (-0.848, -1.930, 2.300)
H (-1.642, -1.765, 1.203)
C (-0.034, -3.046, 2.374)
H (0.398, -2.876, 3.553)
H (-0.480, -4.020, 2.086)
C (1.174, -2.647, 1.341)
C (0.487, -2.659, -0.004)
C (0.355, -1.515, -0.850)
C (-0.396, -1.240, -2.074)
C (-1.141, -2.531, -2.449)
C (-0.461, -3.727, -2.000)
C (-0.182, -3.839, -0.552)
H (0.534, -4.833, -0.563)
H (-1.305, -4.078, -0.139)
H (-0.743, -4.692, -2.418)
H (0.560, -3.788, -2.679)
H (-1.296, -2.385, -3.607)
H (-1.956, -2.528, -1.712)
H (-0.601, -0.307, -2.091)
H (0.538, -1.060, -2.806)
H (0.884, -0.524, -0.198)
H (1.536, -1.686, 1.433)
H (1.724, -3.660, 1.432)
H (-3.271, -0.393, 3.612)
H (2.416, 3.172, -0.957)
H (3.017, 2.371, 0.158)


Entry 8:
Formula: C17H26N6O5Os
Source: OMol25
Level of theory: the ωB97M-V functional and the def2-TZVPD basis

**⟨S²⟩**: 6.01
**Net charge**: +2
**Frontier orbital gap (spin up / spin down)**: 8.0817 / 7.5854 eV
**Multiplicity**: 5

Positions of all 55 atoms, in Å:
Os (-0.395, 0.459, 0.150)
O (-2.796, 4.431, 4.098)
C (-2.234, 3.516, 3.344)
C (-1.062, 2.782, 3.698)
C (-0.543, 1.966, 2.763)
N (-1.190, 1.728, 1.586)
C (-2.294, 2.364, 1.223)
C (-2.839, 3.252, 2.127)
C (-2.705, 2.107, -0.216)
O (-3.379, 2.825, -0.847)
O (-2.014, 1.006, -0.706)
C (0.809, 1.204, 2.792)
O (1.606, 1.239, 3.676)
O (1.023, 0.528, 1.522)
H (-2.247, 4.635, 4.864)
H (-0.554, 2.968, 4.626)
H (-3.713, 3.803, 1.790)
N (-1.217, -1.002, 2.094)
C (-2.707, -1.228, 1.854)
C (-2.826, -2.385, 0.888)
C (-2.341, -2.084, -0.524)
N (-0.845, -1.764, -0.532)
H (-0.843, -1.891, 2.248)
H (-1.037, -0.407, 2.882)
H (-3.191, -0.339, 1.473)
H (-3.092, -1.597, 2.799)
H (-3.924, -2.589, 0.787)
H (-2.207, -3.216, 1.305)
H (-2.880, -1.169, -0.875)
H (-2.604, -2.995, -1.090)
H (-0.519, -1.904, -1.470)
H (-0.366, -2.463, 0.044)
C (3.868, -2.401, -1.322)
C (3.683, -1.573, -0.079)
N (2.590, -0.597, -0.248)
C (2.047, -0.247, -1.382)
N (0.985, 0.580, -1.336)
C (0.520, 1.289, -2.527)
C (0.600, 0.181, -3.642)
C (2.035, -0.236, -3.829)
N (2.542, -0.743, -2.556)
C (3.841, -1.407, -2.485)
H (3.074, -3.134, -1.469)
H (4.746, -3.012, -1.390)
H (4.586, -0.977, 0.156)
H (3.525, -2.136, 0.812)
H (2.326, -0.138, 0.606)
H (1.202, 2.150, -2.788)
H (-0.469, 1.716, -2.350)
H (0.178, 0.608, -4.559)
H (0.117, -0.752, -3.378)
H (2.581, 0.567, -4.234)
H (2.053, -1.086, -4.525)
H (4.511, -0.598, -2.352)
H (3.987, -1.836, -3.496)


Entry 9:
Formula: C17H26NO2
Source: OMol25
Level of theory: the ωB97M-V functional and the def2-TZVPD basis

**Net charge**: +1
**Frontier orbital gap**: 8.8324 eV
**Energy relative to the best compared isomer or geometry (same formula, charge and spin)**: 254.77 kJ/mol

Positions of all 46 atoms, in Å:
O (1.120, 2.189, -2.369)
O (1.585, 1.352, -0.233)
C (1.031, 1.327, -1.537)
C (-1.404, -0.051, 1.813)
C (-2.864, 1.688, 0.801)
C (-0.447, 0.964, 2.057)
C (-1.763, 2.602, 0.932)
C (-2.662, 0.277, 1.190)
C (-0.546, 2.287, 1.538)
C (-3.618, -0.792, 0.934)
C (2.132, 2.619, 0.139)
C (0.466, 3.286, 1.805)
C (2.005, 2.932, 1.553)
C (0.243, -3.761, -0.874)
C (0.283, -3.006, 0.377)
C (1.826, -1.647, -2.402)
C (0.170, 0.005, -1.677)
C (-0.053, -2.578, -1.838)
C (1.086, -1.672, -0.007)
N (0.820, -1.368, -1.467)
H (-1.272, -1.075, 2.243)
H (-3.798, 1.921, 0.305)
H (0.474, 0.636, 2.493)
H (-1.839, 3.556, 0.394)
H (-3.392, -1.742, 1.441)
H (-4.655, -0.490, 1.099)
H (-3.534, -0.973, -0.153)
H (1.623, 3.390, -0.438)
H (3.198, 2.586, -0.188)
H (0.383, 3.407, 2.862)
H (0.201, 4.299, 1.164)
H (2.320, 2.237, 2.294)
H (2.635, 3.784, 1.812)
H (1.170, -4.305, -1.167)
H (-0.506, -4.594, -0.883)
H (-0.729, -2.898, 0.758)
H (0.928, -3.662, 1.040)
H (2.176, -2.622, -2.239)
H (1.390, -1.648, -3.431)
H (2.693, -0.844, -2.426)
H (-0.160, -0.076, -2.702)
H (-0.745, 0.051, -1.086)
H (0.052, -2.834, -2.859)
H (-1.096, -2.208, -1.690)
H (2.224, -1.778, 0.192)
H (0.853, -0.770, 0.431)